Entry 1:
# C6H12N2

2 unconnected molecules or ions with the total composition C6H12N2 (ωB97M-V/def2-TZVPD, the Open Molecules 2025 dataset).

## Properties
E_tot, Eh: -345.319089
HOMO-LUMO gap, eV: 9.496
Relative energy (zero: lowest compared OMol25 entry of this formula, charge and spin), kcal/mol: 5.51

Cartesian coordinates (Å):
C1 -2.297 -0.130 -2.113
C2 -1.842 0.230 -0.742
C3 -2.116 -0.419 0.424
N1 -1.696 0.417 1.436
C4 -1.136 1.504 0.824
N2 -1.244 1.442 -0.467
H1 -1.732 -0.965 -2.553
H2 -2.144 0.682 -2.825
H3 -3.345 -0.425 -2.113
H4 -2.523 -1.390 0.636
H5 -1.371 0.071 2.328
H6 -0.776 2.352 1.390
C5 3.141 -1.107 0.551
C6 2.475 0.262 0.446
H7 3.534 -1.298 1.547
H8 2.361 -1.852 0.392
H9 3.822 -1.293 -0.278
H10 2.232 0.482 -0.599
H11 3.131 1.094 0.730
H12 1.530 0.344 0.986

Results of the Löwdin charge analysis, in e, for atoms 1 through 6: number 1, C, carries -0.054; number 2, C, carries -0.359; number 3, C, carries -0.078; number 4, N, carries 0.037; number 5, C, carries -0.228; number 6, N, carries 0.096


Entry 2:
# C4H13N2O

2 unconnected molecules or ions with the total composition C4H13N2O (ωB97M-V/def2-TZVPD, the Open Molecules 2025 dataset).

## Properties
E_tot, Eh: -344.535569
Net charge: +1
HOMO-LUMO gap (spin up / spin down), eV: 7.910 / 5.897
Relative energy (zero: lowest compared OMol25 entry of this formula, charge and spin), kcal/mol: 145.13

Cartesian coordinates (Å):
C1 -1.469 -1.453 0.425
C2 -0.622 0.724 -1.556
C3 0.275 1.757 0.500
C4 1.939 -1.087 -0.100
N1 -1.345 0.017 0.499
N2 -0.275 0.545 -0.132
O1 2.235 -0.475 0.983
H1 -2.499 -1.674 0.125
H2 -0.646 -1.694 -0.321
H3 -1.205 -2.007 1.336
H4 -1.411 1.398 -1.749
H5 0.182 0.968 -2.163
H6 -1.057 -0.164 -1.882
H7 0.597 2.449 -0.303
H8 -0.416 2.346 1.165
H9 1.157 1.528 1.170
H10 1.880 -2.152 -0.422
H11 1.987 -0.469 -0.974
H12 -1.408 0.303 1.511
H13 2.100 -0.861 1.888

Results of the Löwdin charge analysis, in e, for atoms 1 through 6: number 1, C, carries -0.056; number 2, C, carries -0.029; number 3, C, carries -0.037; number 4, C, carries 0.061; number 5, N, carries -0.090; number 6, N, carries -0.275


Entry 3:
# C27H38LuN8S2

A molecular structure, C27H38LuN8S2 (ωB97M-V/def2-TZVPD, the Open Molecules 2025 dataset).

## Properties
E_tot, Eh: -3520.949942
Net charge: +3
HOMO-LUMO gap, eV: 8.975
Relative energy (zero: lowest compared OMol25 entry of this formula, charge and spin), kcal/mol: 0.00

Cartesian coordinates (Å):
Lu1 -0.295 -0.303 -0.651
C1 -2.466 -2.720 -1.342
N1 -2.491 -1.241 -1.219
C2 -3.400 -0.824 -0.122
C3 -2.778 -0.968 1.246
C4 -3.551 -1.294 2.348
C5 -2.974 -1.286 3.609
C6 -1.629 -0.963 3.729
C7 -0.917 -0.675 2.582
N2 -1.470 -0.668 1.358
C8 -2.885 -0.599 -2.494
C9 -1.749 -0.313 -3.456
C10 -2.074 0.012 -4.764
C11 -1.070 0.385 -5.641
C12 0.245 0.378 -5.190
C13 0.490 0.024 -3.883
N3 -0.482 -0.297 -3.007
C14 -1.127 -3.389 -1.125
C15 -1.046 -4.764 -1.296
C16 0.159 -5.409 -1.084
C17 1.263 -4.653 -0.707
C18 1.107 -3.294 -0.564
N4 -0.063 -2.656 -0.768
H1 -2.822 -3.016 -2.331
H2 -3.163 -3.155 -0.622
H3 -4.347 -1.368 -0.162
H4 -3.628 0.236 -0.248
H5 -4.596 -1.542 2.224
H6 -3.564 -1.528 4.483
H7 -1.144 -0.938 4.694
H8 0.137 -0.431 2.627
H9 -3.348 0.367 -2.279
H10 -3.635 -1.195 -3.020
H11 -3.107 -0.015 -5.084
H12 -1.308 0.673 -6.656
H13 1.061 0.645 -5.846
H14 1.506 -0.011 -3.505
H15 -1.926 -5.321 -1.592
H16 0.239 -6.481 -1.210
H17 2.223 -5.117 -0.534
H18 1.944 -2.669 -0.271
C19 -0.398 3.609 2.843
N5 -1.227 3.246 1.694
C20 -2.563 2.768 2.036
C21 -0.749 3.182 0.447
S1 -1.482 2.062 -0.678
N6 0.217 4.005 0.041
C22 0.470 5.300 0.678
C23 0.890 3.830 -1.244
H19 -0.477 2.812 3.584
H20 -0.732 4.537 3.308
H21 0.643 3.706 2.548
H22 -2.932 3.360 2.872
H23 -2.553 1.714 2.330
H24 -3.244 2.905 1.202
H25 -0.282 5.521 1.426
H26 0.417 6.075 -0.087
H27 1.462 5.330 1.130
H28 1.230 2.805 -1.367
H29 1.758 4.483 -1.271
H30 0.227 4.082 -2.072
C24 3.827 0.156 3.232
N7 4.207 -0.417 1.957
C25 5.541 -1.001 1.759
C26 5.531 -1.413 0.277
N8 4.209 -0.944 -0.167
C27 3.538 -0.346 0.822
S2 2.026 0.447 0.657
H31 4.246 -0.448 4.034
H32 2.745 0.173 3.326
H33 4.208 1.174 3.328
H34 5.688 -1.846 2.430
H35 6.305 -0.255 1.982
H36 5.607 -2.491 0.146
H37 6.328 -0.938 -0.291
H38 3.999 -0.801 -1.139

Results of the Löwdin charge analysis, in e, for atoms 1 through 6: number 1, Lu, carries 1.371; number 2, C, carries -0.080; number 3, N, carries -0.234; number 4, C, carries -0.133; number 5, C, carries -0.267; number 6, C, carries 0.020


Entry 4:
# C11H19N3O3S

A single C11H19N3O3S molecule (ωB97M-V/def2-TZVPD, the Open Molecules 2025 dataset).

## Properties
E_tot, Eh: -1218.727228
HOMO-LUMO gap, eV: 9.772
Relative energy (zero: lowest compared OMol25 entry of this formula, charge and spin), kcal/mol: 55.54

Cartesian coordinates (Å):
C1 -4.544 -1.034 -1.650
C2 -5.775 -1.164 -0.760
C3 -5.999 0.038 0.159
C4 -4.882 0.265 1.176
O1 -3.832 1.052 0.601
C5 -2.591 0.571 0.672
O2 -2.249 -0.461 1.190
N1 -1.723 1.435 0.052
C6 -0.379 1.203 -0.033
N2 0.446 2.014 -0.603
N3 1.703 1.585 -0.569
C7 1.866 0.456 0.017
C8 3.165 -0.232 0.196
C9 4.280 0.448 -0.613
O3 5.499 -0.246 -0.569
C10 6.216 -0.124 0.643
C11 7.611 -0.693 0.432
S1 0.358 -0.236 0.629
H1 -3.630 -1.097 -1.065
H2 -4.526 -1.838 -2.382
H3 -4.555 -0.085 -2.182
H4 -6.661 -1.274 -1.391
H5 -5.688 -2.068 -0.153
H6 -6.928 -0.111 0.711
H7 -6.103 0.946 -0.438
H8 -5.259 0.834 2.032
H9 -4.464 -0.682 1.530
H10 -2.076 2.286 -0.361
H11 3.074 -1.275 -0.119
H12 3.418 -0.232 1.260
H13 3.994 0.473 -1.667
H14 4.403 1.482 -0.263
H15 6.276 0.936 0.934
H16 5.710 -0.672 1.452
H17 8.187 -0.618 1.350
H18 8.118 -0.146 -0.357
H19 7.541 -1.737 0.137

Results of the Löwdin charge analysis, in e, for atoms 1 through 6: number 1, C, carries -0.095; number 2, C, carries -0.254; number 3, C, carries -0.181; number 4, C, carries -0.153; number 5, O, carries 0.016; number 6, C, carries -0.590